21
Properties=species:S:1:pos:R:3 method="wB97M-V/def2-TZVPD" homo_lumo_gap_ev=8.557 smiles=Nc1ccc2ccc(O)cc2c1 charge=0 energy_ha=-516.42367 e_homo_ev=-7.81
N 3.52 -1.07 -0.07
C 2.32 -0.42 -0.03
C 2.22 1.02 0.11
C 0.94 1.59 0.02
C -0.27 0.92 -0.03
C -1.54 1.64 -0.06
C -2.69 0.97 -0.07
C -2.69 -0.47 -0.12
O -3.91 -1.08 0.26
C -1.49 -1.17 -0.12
C -0.25 -0.50 -0.10
C 1.06 -1.04 -0.05
H 4.29 -0.63 0.50
H 3.60 -2.12 -0.01
H 3.02 1.70 0.37
H 0.88 2.69 -0.08
H -1.32 2.73 0.01
H -3.58 1.64 -0.28
H -3.64 -1.99 0.03
H -1.60 -2.25 -0.21
H 1.13 -2.17 -0.08